(i)
{
  "formula": "C5H8",
  "method": "wB97M-V/def2-TZVPD",
  "species": ["C", "C", "C", "C", "C", "H", "H", "H", "H", "H", "H", "H", "H"],
  "positions_angstrom": [[-0.542, 1.060, -0.612], [-1.214, -0.198, -0.139], [1.220, -0.269, 0.155], [0.755, 1.086, -0.308], [-0.091, -0.952, 0.606], [-0.222, -0.860, 1.689], [1.445, 1.920, -0.398], [-1.193, 1.843, -1.034], [1.610, -0.741, -0.749], [-2.023, 0.182, 0.490], [2.046, -0.264, 0.879], [-1.696, -0.798, -0.925], [-0.095, -2.008, 0.345]],
  "nbo_charge": [-0.187, -0.443, -0.438, -0.197, -0.398, 0.206, 0.210, 0.208, 0.203, 0.210, 0.211, 0.207, 0.208],
  "smiles": "C1=CCCC1",
  "e_homo_ev": -8.945,
  "lumo_energy_ev": 1.2
}


(ii)
{
  "formula": "C5H8",
  "method": "wB97M-V/def2-TZVPD",
  "species": ["C", "C", "C", "C", "C", "H", "H", "H", "H", "H", "H", "H", "H"],
  "positions_angstrom": [[0.130, -0.864, -0.942], [-1.263, -0.306, -0.431], [-1.085, 0.598, 0.533], [1.119, -0.043, -0.164], [0.343, 0.773, 0.916], [1.507, 0.678, -0.888], [2.021, -0.565, 0.278], [0.730, 1.808, 1.050], [-1.998, 1.056, 1.057], [0.359, 0.284, 1.979], [0.199, -1.921, -0.630], [-2.200, -0.810, -0.757], [0.140, -0.687, -2.001]],
  "nbo_charge": [-0.441, -0.193, -0.207, -0.409, -0.434, 0.204, 0.215, 0.217, 0.216, 0.203, 0.206, 0.211, 0.213],
  "smiles": "C1=CCCC1",
  "e_homo_ev": -9.039,
  "lumo_energy_ev": 1.2
}


(iii)
{
  "formula": "C5H8",
  "method": "wB97M-V/def2-TZVPD",
  "species": ["C", "C", "C", "C", "C", "H", "H", "H", "H", "H", "H", "H", "H"],
  "positions_angstrom": [[-1.549, 0.815, -0.575], [0.813, 0.348, -0.726], [1.867, -0.447, -0.608], [-0.532, -0.521, 1.280], [-0.486, 0.238, -0.020], [0.820, 1.160, -1.444], [-1.547, 1.300, -1.538], [2.713, -0.309, -1.276], [0.468, -0.650, 1.699], [-1.153, -0.018, 2.013], [-0.908, -1.524, 1.072], [1.980, -1.215, 0.145], [-2.487, 0.823, -0.021]],
  "nbo_charge": [-0.384, -0.204, -0.389, -0.648, -0.024, 0.201, 0.199, 0.201, 0.215, 0.225, 0.224, 0.193, 0.192],
  "smiles": "C=CC(=C)C",
  "e_homo_ev": -8.859,
  "lumo_energy_ev": 1.2
}


(iv)
{
  "formula": "C5H8",
  "method": "wB97M-V/def2-TZVPD",
  "species": ["C", "C", "C", "C", "C", "H", "H", "H", "H", "H", "H", "H", "H"],
  "positions_angstrom": [[0.742, 0.903, -0.579], [-0.058, -0.908, 0.864], [1.157, -0.366, 0.119], [-1.521, 0.041, -0.456], [-0.563, 1.053, -0.825], [-1.170, -1.056, -0.193], [0.004, -1.998, 1.049], [1.506, -1.110, -0.614], [-0.237, -0.409, 1.813], [-0.969, 1.971, -1.258], [1.475, 1.651, -0.854], [2.001, -0.188, 0.802], [-2.369, 0.417, 0.130]],
  "nbo_charge": [-0.227, -0.371, -0.478, -0.418, -0.254, 0.268, 0.215, 0.206, 0.210, 0.229, 0.208, 0.214, 0.200],
  "e_homo_ev": -7.409,
  "lumo_energy_ev": 0.7
}


Which of them is most stable? Easy: (i).


(i)
{
  "formula": "C5H14NO",
  "method": "wB97M-V/def2-TZVPD",
  "species": ["O", "N", "C", "C", "C", "C", "C", "H", "H", "H", "H", "H", "H", "H", "H", "H", "H", "H", "H", "H", "H"],
  "positions_angstrom": [[-0.390, 0.544, 0.862], [1.542, 1.428, -1.087], [0.458, -2.156, -0.992], [-1.234, 0.704, 1.973], [1.843, 0.010, -1.021], [0.654, -0.751, -1.592], [-2.711, 0.280, 1.662], [1.852, -0.273, 0.041], [1.376, -2.711, -1.114], [-0.224, -0.107, -1.362], [-3.100, 0.900, 0.829], [2.757, -0.193, -1.601], [-3.431, 0.365, 2.491], [-2.651, -0.722, 1.297], [-0.910, 0.112, 2.884], [0.766, 1.656, -0.443], [-1.248, 1.756, 2.331], [0.816, -0.899, -2.636], [0.298, -2.073, 0.104], [2.321, 1.998, -0.766], [-0.358, -2.685, -1.515]],
  "nbo_charge": [-1.003, -0.883, -0.610, -0.018, -0.224, -0.409, -0.645, 0.192, 0.171, 0.255, 0.182, 0.154, 0.162, 0.191, 0.077, 0.418, 0.085, 0.163, 0.231, 0.325, 0.186],
  "e_homo_ev": -2.781,
  "lumo_energy_ev": 4.3,
  "charge": -1
}


(ii)
{
  "formula": "C5H14NO",
  "method": "wB97M-V/def2-TZVPD",
  "species": ["O", "N", "C", "C", "C", "C", "C", "H", "H", "H", "H", "H", "H", "H", "H", "H", "H", "H", "H", "H", "H"],
  "positions_angstrom": [[1.206, -0.011, 0.234], [2.278, -1.271, 1.885], [2.318, -0.718, 0.495], [-2.043, -0.621, 0.864], [-1.042, 1.145, -0.665], [-1.568, -0.253, -0.534], [-0.154, 1.396, -1.927], [3.278, -0.134, 0.370], [2.396, -1.540, -0.232], [1.457, -0.822, 2.276], [0.127, 2.447, -2.086], [-0.367, 1.259, 0.217], [0.801, 0.830, -1.691], [-2.317, -1.683, 0.892], [-0.612, 0.890, -2.818], [-2.306, -0.520, -1.274], [-1.155, -0.447, 1.500], [-2.863, -0.040, 1.270], [-0.653, -0.887, -0.763], [-1.854, 1.954, -0.507], [3.073, -0.975, 2.493]],
  "nbo_charge": [-0.976, -0.918, 0.144, -0.611, -0.412, -0.416, -0.644, 0.044, 0.071, 0.356, 0.187, 0.265, 0.275, 0.188, 0.170, 0.160, 0.231, 0.175, 0.248, 0.148, 0.318],
  "e_homo_ev": -2.728,
  "lumo_energy_ev": 4.3,
  "charge": -1
}


Which of them is most stable? Easy: (i).


(i)
{
  "formula": "C2H9N2",
  "method": "wB97M-V/def2-TZVPD",
  "species": ["N", "N", "C", "C", "H", "H", "H", "H", "H", "H", "H", "H", "H"],
  "positions_angstrom": [[1.336, -1.174, 0.040], [-1.498, 0.607, 1.216], [-0.383, 0.154, -1.079], [0.899, 0.141, -0.292], [0.735, 0.735, 0.744], [-1.407, -0.027, 1.984], [2.334, -1.323, 0.014], [-0.563, 1.080, -1.579], [-2.158, 1.379, 1.585], [1.740, 0.697, -0.969], [0.611, -1.997, 0.014], [-1.071, 0.400, 0.192], [-0.575, -0.673, -1.870]],
  "nbo_charge": [-0.811, -0.892, -0.179, -0.355, 0.340, 0.403, 0.421, 0.250, 0.440, 0.361, 0.420, 0.324, 0.280],
  "e_homo_ev": -14.129,
  "lumo_energy_ev": -8.2,
  "charge": 1
}


(ii)
{
  "formula": "C2H9N2",
  "method": "wB97M-V/def2-TZVPD",
  "species": ["N", "N", "C", "C", "H", "H", "H", "H", "H", "H", "H", "H", "H"],
  "positions_angstrom": [[-0.994, 1.504, 0.128], [0.826, -1.710, -0.443], [0.681, -0.258, -0.396], [-0.336, 0.218, 0.641], [0.520, -2.137, 0.424], [0.095, 0.380, 1.614], [-1.159, -0.500, 0.601], [-0.434, 2.322, 0.375], [1.643, 0.241, -0.221], [0.443, 0.088, -1.408], [-1.043, 1.441, -0.885], [-1.898, 1.622, 0.595], [1.808, -1.950, -0.475]],
  "nbo_charge": [-0.671, -0.803, -0.247, -0.226, 0.362, 0.243, 0.230, 0.443, 0.200, 0.184, 0.450, 0.452, 0.382],
  "smiles": "NCC[NH3+]",
  "e_homo_ev": -13.706,
  "lumo_energy_ev": -3.9,
  "charge": 1
}


(iii)
{
  "formula": "C2H9N2",
  "method": "wB97M-V/def2-TZVPD",
  "species": ["N", "N", "C", "C", "H", "H", "H", "H", "H", "H", "H", "H", "H"],
  "positions_angstrom": [[-0.296, -0.717, -0.958], [-1.329, 0.022, 1.320], [0.761, 0.235, -1.080], [1.762, 0.532, -0.194], [-1.362, -0.355, 2.324], [-1.153, -0.745, 0.575], [2.386, 1.333, -0.479], [-0.495, 0.602, 1.370], [-2.138, 0.575, 1.072], [0.800, 0.736, -2.120], [0.106, -1.630, -0.925], [2.020, -0.084, 0.645], [-1.062, -0.504, -1.549]],
  "nbo_charge": [-0.899, -0.905, -0.032, -0.455, 0.450, 0.471, 0.235, 0.447, 0.445, 0.218, 0.415, 0.205, 0.405],
  "e_homo_ev": -13.517,
  "lumo_energy_ev": -3.7,
  "charge": 1
}


(iv)
{
  "formula": "C2H9N2",
  "method": "wB97M-V/def2-TZVPD",
  "species": ["N", "N", "C", "C", "H", "H", "H", "H", "H", "H", "H", "H", "H"],
  "positions_angstrom": [[0.526, 0.257, 0.597], [-2.207, -0.972, 0.672], [0.885, 0.421, -0.831], [1.990, 1.022, -1.225], [-2.645, -1.744, 0.169], [0.158, -0.734, 0.730], [0.314, -0.168, -1.534], [-2.976, -0.349, 0.915], [2.208, 1.083, -2.326], [2.845, 1.437, -0.674], [-0.413, 0.664, 0.723], [-2.003, -1.376, 1.584], [1.318, 0.458, 1.201]],
  "nbo_charge": [-0.721, -1.126, -0.093, -0.339, 0.393, 0.469, 0.247, 0.385, 0.254, 0.235, 0.475, 0.365, 0.456],
  "e_homo_ev": -15.373,
  "lumo_energy_ev": -3.4,
  "charge": 1
}


Which of them is most stable? Easy: (ii).


(i)
{
  "formula": "C2H9N2",
  "method": "wB97M-V/def2-TZVPD",
  "species": ["N", "N", "C", "C", "H", "H", "H", "H", "H", "H", "H", "H", "H"],
  "positions_angstrom": [[0.907, -1.984, -0.419], [-0.331, 0.478, 0.077], [0.349, 1.678, 0.612], [-1.573, 0.443, -0.154], [0.648, 2.324, -0.204], [1.170, -2.598, 0.345], [0.174, -0.441, -0.117], [-0.343, 2.167, 1.279], [0.278, -2.475, -1.041], [-2.233, 1.303, -0.147], [1.742, -1.736, -0.941], [-2.015, -0.506, -0.446], [1.228, 1.348, 1.156]],
  "nbo_charge": [-1.086, -0.402, -0.435, 0.110, 0.245, 0.403, 0.464, 0.235, 0.391, 0.223, 0.394, 0.217, 0.243],
  "e_homo_ev": -15.451,
  "lumo_energy_ev": -4.6,
  "charge": 1
}


(ii)
{
  "formula": "C2H9N2",
  "method": "wB97M-V/def2-TZVPD",
  "species": ["N", "N", "C", "C", "H", "H", "H", "H", "H", "H", "H", "H", "H"],
  "positions_angstrom": [[0.053, -0.485, 0.041], [-0.915, 1.839, -0.562], [0.623, -0.602, 1.374], [0.461, -1.285, -0.849], [0.971, -2.202, -0.572], [0.180, 0.123, 2.063], [-1.792, 2.108, -0.111], [-0.560, 0.574, -0.232], [0.697, -1.603, 1.783], [1.624, -0.144, 1.413], [-1.094, 1.836, -1.563], [0.239, -1.144, -1.901], [-0.172, 2.502, -0.381]],
  "nbo_charge": [-0.421, -0.996, -0.468, 0.083, 0.203, 0.231, 0.420, 0.435, 0.243, 0.236, 0.411, 0.207, 0.416],
  "e_homo_ev": -15.775,
  "lumo_energy_ev": -4.0,
  "charge": 1
}


(iii)
{
  "formula": "C2H9N2",
  "method": "wB97M-V/def2-TZVPD",
  "species": ["N", "N", "C", "C", "H", "H", "H", "H", "H", "H", "H", "H", "H"],
  "positions_angstrom": [[0.803, 1.297, 0.070], [-0.721, 0.127, -1.143], [0.423, -0.026, -0.183], [-0.081, -0.968, 1.052], [-0.322, -0.246, 1.791], [-1.241, -0.785, -1.256], [-1.383, 0.590, -0.422], [1.275, -0.598, -0.701], [0.345, 1.712, 0.789], [1.842, 1.458, 0.112], [-0.929, -1.576, 0.750], [-0.690, 0.652, -2.030], [0.679, -1.636, 1.171]],
  "nbo_charge": [-0.846, -0.702, 0.111, -0.617, 0.228, 0.440, 0.440, 0.226, 0.374, 0.420, 0.212, 0.466, 0.248],
  "smiles": "C[C@H](N)[NH3+]",
  "e_homo_ev": -14.845,
  "lumo_energy_ev": -3.7,
  "charge": 1
}


Which of them is most stable? Easy: (i).


(i)
{
  "formula": "C2H9N2",
  "method": "wB97M-V/def2-TZVPD",
  "species": ["N", "N", "C", "C", "H", "H", "H", "H", "H", "H", "H", "H", "H"],
  "positions_angstrom": [[0.193, -1.475, -0.274], [-0.208, 1.238, -0.889], [-0.391, 0.802, 0.493], [0.437, -0.437, 0.805], [0.846, -1.331, -1.044], [-1.441, 0.566, 0.685], [0.131, -0.802, 1.782], [0.235, -2.476, -0.069], [-1.055, 1.540, -1.329], [-0.072, 1.543, 1.226], [-0.766, -1.343, -0.606], [1.513, -0.280, 0.776], [0.371, 2.075, -0.875]],
  "nbo_charge": [-0.675, -0.867, -0.251, -0.222, 0.455, 0.206, 0.240, 0.446, 0.386, 0.228, 0.440, 0.228, 0.386],
  "smiles": "NCC[NH3+]",
  "e_homo_ev": -14.387,
  "lumo_energy_ev": -3.6,
  "charge": 1
}


(ii)
{
  "formula": "C2H9N2",
  "method": "wB97M-V/def2-TZVPD",
  "species": ["N", "N", "C", "C", "H", "H", "H", "H", "H", "H", "H", "H", "H"],
  "positions_angstrom": [[0.324, 1.856, -0.682], [-0.484, -1.628, 0.394], [0.669, 0.535, -0.227], [-0.541, -0.111, 0.465], [1.024, -0.129, -1.021], [0.470, -1.972, 0.279], [-1.008, -1.985, -0.402], [-0.873, -2.023, 1.249], [1.518, 0.601, 0.451], [0.875, 2.647, -0.404], [-0.534, 0.153, 1.501], [-1.470, 0.216, 0.043], [0.030, 1.841, -1.645]],
  "nbo_charge": [-0.847, -0.673, -0.239, -0.229, 0.177, 0.442, 0.445, 0.450, 0.220, 0.404, 0.228, 0.239, 0.383],
  "smiles": "NCC[NH3+]",
  "e_homo_ev": -13.416,
  "lumo_energy_ev": -3.9,
  "charge": 1
}


Which of them is most stable? Easy: (i).


(i)
{
  "formula": "C3H8OS2",
  "method": "wB97M-V/def2-TZVPD",
  "species": ["S", "S", "O", "C", "C", "C", "H", "H", "H", "H", "H", "H", "H", "H"],
  "positions_angstrom": [[-0.675, -1.509, -1.135], [-1.402, -0.123, 1.351], [-1.006, 1.991, -0.594], [-0.268, -0.267, -0.044], [0.100, 1.129, -0.506], [1.467, -1.174, 0.708], [0.524, 0.988, -1.510], [1.467, -2.144, 0.291], [-1.629, 1.786, -1.374], [1.245, -1.067, 1.712], [-2.014, -1.183, -1.483], [0.836, 1.538, 0.262], [-0.739, 0.589, 2.125], [2.093, -0.554, 0.198]],
  "nbo_charge": [0.030, 0.148, -0.721, -0.337, -0.155, -0.557, 0.187, 0.177, 0.478, 0.176, 0.131, 0.186, 0.093, 0.164],
  "multiplicity": 3,
  "e_homo_ev": [-5.486, -9.275],
  "lumo_energy_ev": [0.5, -2.4]
}


(ii)
{
  "formula": "C3H8OS2",
  "method": "wB97M-V/def2-TZVPD",
  "species": ["S", "S", "O", "C", "C", "C", "H", "H", "H", "H", "H", "H", "H", "H"],
  "positions_angstrom": [[-2.248, 0.508, -0.529], [0.792, -0.273, -0.851], [0.433, -1.594, -0.379], [2.166, 0.427, 0.089], [-0.646, 0.797, -0.044], [-2.820, -0.831, 0.473], [-0.071, 2.235, -0.668], [3.107, 0.023, -0.443], [-3.792, -1.022, 0.266], [2.077, 1.508, -0.045], [2.140, 0.209, 1.307], [-2.720, -0.441, 1.515], [1.763, -0.359, -1.988], [-2.210, -1.734, 0.395]],
  "nbo_charge": [0.363, 1.315, -0.966, -0.867, -0.606, -0.760, 0.123, 0.250, 0.229, 0.242, 0.261, 0.230, -0.060, 0.246],
  "multiplicity": 3,
  "e_homo_ev": [-6.240, -9.067],
  "lumo_energy_ev": [0.4, -1.9]
}


Which of them is most stable? Easy: (i).